(1)
Entry from the Open Molecules 2025 dataset: a structure of composition C30H49N11O2PPd (ωB97M-V/def2-TZVPD).

Output
net charge	+1
LUMO	-2.41	eV

CARTESIAN COORDINATES (ANGSTROEM)
1 Pd 0.999 -0.350 0.003
2 N -0.700 -1.574 4.043
3 C -0.063 -0.570 4.729
4 C 0.141 0.419 3.816
5 N -0.343 0.044 2.588
6 C -0.843 -1.153 2.753
7 C -1.491 -1.944 1.713
8 N -1.422 -1.720 0.425
9 C -2.224 -2.666 -0.163
10 C -2.780 -3.474 0.781
11 N -2.309 -3.003 1.984
12 H -0.900 -2.485 4.415
13 H 0.196 -0.667 5.768
14 H 0.644 1.360 3.965
15 H -2.342 -2.708 -1.233
16 H -3.441 -4.320 0.722
17 H -2.545 -3.376 2.887
18 O 0.110 0.064 -2.260
19 P 1.325 -0.044 -3.127
20 N 2.420 1.144 -2.840
21 C 3.648 1.291 -3.633
22 C 4.744 1.265 -2.577
23 C 4.126 2.067 -1.430
24 C 2.603 1.871 -1.581
25 N 1.943 -1.572 -2.996
26 C 1.122 -2.705 -2.539
27 C 1.450 -3.818 -3.527
28 C 2.929 -3.575 -3.813
29 C 3.050 -2.048 -3.842
30 N 1.060 0.172 -4.759
31 C 0.104 -0.760 -5.380
32 C -1.157 0.075 -5.557
33 C -0.587 1.421 -6.003
34 C 0.766 1.525 -5.273
35 H 3.639 2.253 -4.160
36 H 3.730 0.509 -4.385
37 H 5.682 1.692 -2.931
38 H 4.927 0.233 -2.269
39 H 4.379 3.123 -1.534
40 H 4.474 1.744 -0.452
41 H 2.108 2.847 -1.658
42 H 2.153 1.338 -0.729
43 H 0.071 -2.423 -2.492
44 H 1.414 -2.999 -1.527
45 H 0.860 -3.714 -4.441
46 H 1.256 -4.807 -3.113
47 H 3.275 -4.026 -4.742
48 H 3.535 -3.986 -3.003
49 H 2.949 -1.658 -4.860
50 H 4.015 -1.716 -3.448
51 H -0.043 -1.641 -4.757
52 H 0.488 -1.097 -6.349
53 H -1.657 0.164 -4.590
54 H -1.856 -0.351 -6.276
55 H -1.240 2.262 -5.769
56 H -0.436 1.423 -7.083
57 H 0.737 2.238 -4.448
58 H 1.558 1.849 -5.952
59 N 6.847 0.728 0.942
60 C 5.665 0.766 1.620
61 O 5.470 1.586 2.500
62 C 4.612 -0.206 1.199
63 C 4.759 -1.157 0.165
64 C 3.704 -1.968 -0.143
65 C 2.513 -1.869 0.620
66 N 2.375 -0.993 1.640
67 C 3.405 -0.151 1.861
68 H 7.580 1.328 1.279
69 H 7.082 -0.010 0.307
70 H 5.680 -1.253 -0.396
71 H 3.763 -2.696 -0.941
72 H 1.793 -2.684 0.592
73 H 3.264 0.588 2.641
74 C -3.382 3.022 0.972
75 C -2.524 1.735 1.074
76 N -1.495 1.740 0.056
77 C -2.085 1.815 -1.267
78 C -2.839 3.158 -1.431
79 N -2.762 3.872 -0.106
80 C -1.329 4.183 0.244
81 C -0.569 2.833 0.266
82 H -3.378 3.620 1.882
83 H -4.413 2.843 0.671
84 H -3.147 0.851 0.939
85 H -2.049 1.659 2.050
86 H -2.763 0.971 -1.395
87 H -1.296 1.705 -2.007
88 H -3.899 3.047 -1.660
89 H -2.387 3.824 -2.166
90 H -3.279 4.745 -0.173
91 H -1.352 4.690 1.208
92 H -0.965 4.878 -0.512
93 H -0.059 2.689 1.218
94 H 0.180 2.805 -0.522

Atomic forces in eV per Å
0.2 -0.3 0.3
0.0 0.0 0.0
0.1 -0.1 0.0
0.1 -0.1 -0.1
-0.2 0.2 0.1
0.1 0.0 0.0
-0.1 0.0 0.1
0.0 0.1 0.0
0.1 0.0 -0.1
0.0 0.0 0.1
0.1 0.0 -0.1
0.0 0.0 0.0
0.0 0.0 0.0
0.0 0.0 0.0
0.0 0.0 0.0
0.0 0.0 0.0
0.0 0.0 0.0
0.2 0.1 0.2
-0.2 0.0 0.1
0.3 -0.1 -0.2
0.0 0.0 0.0
0.1 0.0 0.0
0.0 0.1 0.1
-0.1 0.2 0.0
0.0 0.0 -0.3
0.0 0.0 0.1
0.0 0.0 0.0
0.1 0.0 0.0
0.0 0.0 0.1
-0.1 -0.1 0.0
0.1 0.0 0.0
0.0 0.0 0.0
0.0 0.1 0.0
0.1 0.1 0.0
0.0 0.0 0.0
0.0 0.0 0.0
0.0 0.0 0.0
0.0 0.0 0.0
0.0 0.0 0.0
0.0 0.0 -0.1
0.0 0.0 0.0
0.1 -0.1 -0.1
0.0 0.0 0.0
0.0 0.0 0.0
0.0 0.0 0.0
0.0 0.0 0.0
0.0 0.0 0.0
0.0 0.0 0.0
0.0 0.0 0.0
0.0 0.0 0.0
0.0 0.0 0.0
0.0 0.0 0.0
0.0 0.0 0.0
0.0 0.0 0.0
0.0 0.0 0.0
0.0 0.0 0.0
0.0 0.0 0.0
0.0 0.0 0.0
0.0 0.0 0.0
0.0 0.0 0.0
0.0 0.0 0.0
0.1 -0.1 0.0
0.0 0.1 0.0
-0.1 0.1 0.0
-0.1 0.0 -0.2
-0.2 0.0 0.0
-0.2 0.1 -0.1
0.0 0.0 0.0
0.0 0.0 0.0
0.0 0.0 0.0
0.0 0.0 0.0
0.0 0.0 0.0
0.0 0.0 0.0
0.0 0.1 -0.1
-0.1 0.0 0.1
0.0 -0.1 -0.1
0.0 0.0 0.0
0.0 0.1 0.1
0.0 -0.1 0.0
-0.1 0.0 0.0
0.1 0.0 0.0
0.0 0.0 0.0
0.0 0.0 0.0
0.0 0.0 0.0
0.0 0.0 0.0
0.0 0.0 0.0
0.0 0.0 0.0
0.0 0.0 0.0
0.0 0.0 0.0
0.0 0.0 0.0
0.0 0.0 0.0
0.0 0.0 0.0
0.0 0.0 0.0
0.0 0.0 0.0

These are the Löwdin partial charges, in e, on atoms 1 to 8: 0.439 0.109 -0.081 -0.143 0.086 -0.294 -0.287 0.103

=====

(2)
Entry from the Open Molecules 2025 dataset: a structure of composition CH5O3Sm at a distorted geometry (ωB97M-V/def2-TZVPD).

Output
energy above the lowest of the compared OMol25 structures with the same formula, charge and spin	0.0	kcal per mole
spin multiplicity	8
net charge	+2
LUMO (spin up / spin down)	-9.20 / -11.05	eV

CARTESIAN COORDINATES (ANGSTROEM)
1 O 2.795 0.535 -0.177
2 Sm 0.599 -0.196 -0.803
3 O 3.635 -0.526 0.209
4 H 4.323 -0.505 -0.476
5 O -1.664 0.344 -0.003
6 H 3.006 1.286 0.412
7 C -2.889 -0.184 0.143
8 H -3.003 -1.215 -0.211
9 H -3.178 -0.062 1.218
10 H -3.625 0.524 -0.311

Atomic forces in eV per Å
-0.4 1.2 0.0
-0.3 -0.3 -0.1
0.0 -0.6 0.2
0.3 0.0 0.0
0.6 -0.1 -0.2
0.4 -0.2 0.0
-0.4 -0.1 0.1
-0.1 0.2 0.1
-0.1 0.0 -0.1
0.0 -0.1 0.1

These are the Löwdin partial charges, in e, on atoms 1 to 8: -0.263 1.868 0.011 0.143 -0.222 0.153 -0.129 0.108

=====

(3)
Entry from the Open Molecules 2025 dataset: the molecule C5H10O2 (ωB97M-V/def2-TZVPD).

Output
energy above the lowest of the compared OMol25 structures with the same formula, charge and spin	48.6	kcal per mole
LUMO	1.03	eV
SMILES string	C[C@@H](O)[C@H]1CCO1

CARTESIAN COORDINATES (ANGSTROEM)
1 C 0.096 1.627 -1.632
2 C 0.470 0.315 -0.965
3 O 1.875 0.243 -0.916
4 C -0.110 0.198 0.462
5 C -1.162 -0.892 0.743
6 C -0.150 -1.399 1.778
7 O 0.837 -0.451 1.340
8 H 0.554 1.686 -2.624
9 H -0.990 1.721 -1.741
10 H 0.465 2.471 -1.037
11 H 0.079 -0.523 -1.567
12 H 2.078 -0.393 -0.212
13 H -0.372 1.191 0.855
14 H -2.132 -0.571 1.126
15 H -1.310 -1.571 -0.102
16 H 0.205 -2.429 1.669
17 H -0.433 -1.223 2.823

Atomic forces in eV per Å
0.0 0.0 0.0
-0.3 0.1 -0.1
0.2 -0.1 0.1
0.0 0.2 -0.1
-0.1 0.0 -0.1
-0.1 -0.3 0.2
0.1 0.0 0.1
-0.1 0.0 0.1
0.1 0.0 0.0
-0.1 -0.2 -0.1
0.0 0.1 0.1
0.1 0.2 0.0
0.1 -0.2 -0.1
0.2 0.0 -0.1
0.0 0.1 0.1
-0.1 0.1 0.0
0.0 0.0 -0.2

These are the Löwdin partial charges, in e, on atoms 1 to 8: -0.045 -0.407 -0.025 -0.262 -0.077 -0.159 -0.107 0.083

=====

(4)
Entry from the Open Molecules 2025 dataset: a structure of composition C29H33MnN7O3S2 (ωB97M-V/def2-TZVPD).

Output
energy above the lowest of the compared OMol25 structures with the same formula, charge and spin	9.4	kcal per mole
spin multiplicity	5
net charge	+1
LUMO (spin up / spin down)	-3.38 / -3.05	eV

CARTESIAN COORDINATES (ANGSTROEM)
1 Mn -0.150 0.411 0.233
2 O -3.355 1.554 2.372
3 C -2.320 1.078 1.942
4 N -1.745 1.320 0.752
5 C -2.324 2.317 -0.121
6 C -1.316 2.651 -1.179
7 C -1.483 3.692 -2.079
8 C -0.547 3.873 -3.081
9 C 0.530 3.002 -3.171
10 C 0.647 1.999 -2.234
11 N -0.250 1.839 -1.252
12 C -1.481 0.126 2.755
13 C -1.774 -0.165 4.071
14 C -0.893 -0.970 4.776
15 C 0.237 -1.457 4.139
16 C 0.456 -1.133 2.812
17 N -0.396 -0.359 2.129
18 H -2.619 3.204 0.445
19 H -3.226 1.937 -0.617
20 H -2.343 4.340 -1.989
21 H -0.661 4.681 -3.790
22 H 1.274 3.097 -3.949
23 H 1.467 1.295 -2.247
24 H -2.663 0.268 4.507
25 H -1.078 -1.207 5.816
26 H 0.956 -2.074 4.658
27 H 1.339 -1.473 2.292
28 C 5.704 4.086 -3.442
29 C 4.913 3.321 -2.422
30 C 4.973 1.926 -2.384
31 C 4.275 1.208 -1.433
32 C 3.492 1.889 -0.507
33 C 3.409 3.271 -0.526
34 C 4.126 3.977 -1.483
35 S 2.581 0.997 0.703
36 O 3.482 0.412 1.652
37 O 1.527 1.899 1.164
38 N 1.723 -0.122 -0.092
39 C 1.977 -1.503 -0.081
40 C 3.241 -2.082 0.007
41 C 3.319 -3.462 0.005
42 C 2.158 -4.220 -0.098
43 C 0.954 -3.548 -0.178
44 N 0.853 -2.218 -0.155
45 H 5.683 3.590 -4.412
46 H 6.749 4.165 -3.139
47 H 5.320 5.098 -3.565
48 H 5.575 1.399 -3.114
49 H 4.325 0.127 -1.428
50 H 2.785 3.785 0.191
51 H 4.066 5.058 -1.501
52 H 4.127 -1.474 0.106
53 H 4.284 -3.945 0.079
54 H 2.186 -5.300 -0.116
55 H 0.024 -4.097 -0.280
56 C -1.936 -3.661 2.231
57 C -2.933 -3.304 1.146
58 N -2.305 -2.379 0.203
59 C -2.803 -1.658 -0.813
60 S -1.726 -0.692 -1.717
61 N -4.095 -1.632 -1.144
62 C -5.278 -2.289 -0.588
63 C -5.961 -1.439 0.470
64 H -2.376 -4.382 2.919
65 H -1.652 -2.779 2.803
66 H -1.034 -4.110 1.814
67 H -3.808 -2.837 1.595
68 H -3.259 -4.210 0.630
69 H -1.294 -2.320 0.246
70 H -4.271 -0.997 -1.907
71 H -5.018 -3.273 -0.216
72 H -5.949 -2.464 -1.429
73 H -5.287 -1.213 1.298
74 H -6.836 -1.952 0.869
75 H -6.291 -0.489 0.050

Atomic forces in eV per Å
-0.7 0.3 -0.5
0.0 0.0 0.0
-0.1 0.0 0.0
0.2 0.1 0.1
0.0 0.0 -0.1
-0.1 0.0 0.0
0.0 -0.1 0.0
0.0 0.0 0.0
0.0 0.0 0.0
0.0 0.0 0.0
0.1 0.2 0.0
0.0 0.0 0.0
0.0 0.0 -0.1
0.0 0.0 0.0
0.1 0.0 0.0
0.0 0.1 0.0
0.1 -0.1 0.2
0.0 0.0 0.0
0.0 0.0 0.0
0.0 0.0 0.0
0.0 0.0 0.0
0.0 0.0 0.0
0.0 0.0 0.0
0.0 0.0 0.0
0.0 0.0 0.0
0.0 0.0 0.0
0.0 0.0 0.0
0.0 0.1 -0.1
0.0 -0.1 0.0
0.0 0.0 0.0
0.0 0.0 0.0
0.0 0.0 0.0
0.0 0.0 0.0
0.0 0.0 0.0
0.0 0.1 0.1
-0.1 0.0 0.0
0.2 -0.2 0.1
-0.1 -0.3 0.0
0.0 0.3 0.0
0.0 -0.1 0.0
0.0 0.0 0.0
0.0 0.0 0.0
0.1 0.0 -0.1
0.1 -0.3 0.2
0.0 0.0 0.0
0.0 0.0 0.0
0.0 0.0 0.0
0.0 0.0 0.0
0.0 0.0 0.0
0.0 0.0 0.0
0.0 0.0 0.0
0.0 0.0 0.0
0.0 0.0 0.0
0.0 0.0 0.0
0.0 0.0 0.0
0.0 0.0 0.0
-0.1 0.0 0.0
0.0 0.1 -0.1
-0.1 -0.2 0.5
0.2 0.1 -0.2
0.0 0.0 -0.2
0.0 0.0 0.0
0.0 0.0 0.0
0.0 0.0 0.0
0.0 0.0 0.0
0.0 0.0 0.0
0.0 0.0 0.0
0.0 0.0 0.0
0.1 0.0 0.0
0.0 0.0 0.0
0.0 0.0 0.1
0.0 0.0 0.0
0.0 0.0 0.0
0.0 0.0 0.0
0.0 0.0 0.0

These are the Löwdin partial charges, in e, on atoms 1 to 8: 0.860 0.086 -0.476 -0.081 -0.138 -0.244 0.009 -0.025

=====

(5)
Entry from the Open Molecules 2025 dataset: a structure of composition C7H7O5SV at a distorted geometry (ωB97M-V/def2-TZVPD).

Output
energy above the lowest of the compared OMol25 structures with the same formula, charge and spin	6.0	kcal per mole
spin multiplicity	4
net charge	+1
LUMO (spin up / spin down)	-4.56 / -6.69	eV

CARTESIAN COORDINATES (ANGSTROEM)
1 O -0.071 -0.212 -4.337
2 C -0.052 -0.309 -3.164
3 V 0.053 -0.318 -1.173
4 O 2.768 -0.438 -2.589
5 C 1.846 -0.374 -1.879
6 C -2.156 -0.405 -1.208
7 O -2.843 -0.257 -0.196
8 C -0.424 -2.118 -1.056
9 O -0.691 -3.250 -1.205
10 C -0.549 1.556 -1.417
11 O -0.835 2.670 -1.600
12 H -2.608 -0.576 -2.261
13 C 1.396 -0.651 2.542
14 S 0.605 0.320 1.297
15 C -0.181 1.578 2.311
16 H 1.603 -1.654 2.108
17 H 0.756 -0.805 3.433
18 H 2.354 -0.199 2.815
19 H -1.251 1.610 2.151
20 H -0.021 1.302 3.361
21 H 0.300 2.528 2.067

Atomic forces in eV per Å
0.1 -0.5 5.8
-0.9 0.3 -7.0
-0.7 2.3 2.0
-3.1 0.2 2.7
5.9 -0.3 -2.9
-2.2 0.1 1.2
2.0 -0.4 -2.8
-1.6 -7.8 -0.6
0.9 4.5 0.8
-1.1 6.0 -0.6
0.9 -4.4 0.7
0.0 0.2 1.4
0.6 -1.6 0.4
-0.3 0.1 -0.6
0.0 0.4 0.1
-0.1 0.6 0.3
0.3 0.2 -0.6
-0.3 0.0 0.1
-0.2 0.0 -0.2
0.1 0.2 -0.4
-0.3 -0.1 0.3

These are the Löwdin partial charges, in e, on atoms 1 to 8: 0.223 -0.075 0.224 0.191 -0.099 -0.250 0.005 -0.124

=====

(6)
Entry from the Open Molecules 2025 dataset: a cluster of 2 separate species, C3H5P in total at a distorted geometry (ωB97M-V/def2-TZVPD).

Output
energy above the lowest of the compared OMol25 structures with the same formula, charge and spin	92.0	kcal per mole
LUMO (spin up / spin down)	-1.17 / -0.27	eV

CARTESIAN COORDINATES (ANGSTROEM)
1 C 0.220 -1.248 -2.010
2 C 0.009 -0.355 -1.218
3 C -0.567 0.065 1.273
4 P -0.226 1.146 -0.326
5 H 0.307 -1.847 -2.888
6 H -1.530 -0.266 1.163
7 H -0.710 0.593 2.200
8 H 0.220 -0.669 1.447
9 H 2.278 2.580 0.358

Atomic forces in eV per Å
-0.3 0.4 -0.3
0.3 0.7 -0.6
2.1 2.1 0.0
0.0 -1.7 1.6
0.1 -0.3 0.3
-2.2 -1.8 -0.9
0.6 1.0 0.3
-0.4 -0.2 -0.4
-0.2 -0.2 -0.1

These are the Löwdin partial charges, in e, on atoms 1 to 8: 0.032 -0.532 -0.356 0.804 0.022 -0.023 0.007 0.030